Entry 1:
Entry from the OMol25 dataset: an isolated ion of composition C2HO2S2 and charge -1 at a distorted geometry (wB97M-V/def2-TZVPD).

Results
Energy in hartree: -1023.7231
SMILES: O=C([S-])C(=O)S
HOMO energy in eV: -3.88
Frontier orbital gap in eV: 7.16

```
! RIJCOSX wB97M-V def2-TZVPD def2/J DEFGRID3
* xyz -1 1
C -0.2839 0.3769 0.2034
C 1.2598 0.0164 -0.2193
O 1.8044 0.7251 -1.0288
O -0.8856 1.2009 0.8964
S 1.8106 -1.2151 0.7027
S -1.3253 -0.8028 -0.5844
H -2.3800 -0.3015 0.0300
*
```


Entry 2:
Entry from the OMol25 dataset: C4H3NO2S as an isolated structure at a distorted geometry (wB97M-V/def2-TZVPD).

Results
Energy in hartree: -757.5998
HOMO energy in eV: -9.92
Frontier orbital gap in eV: 9.89

```
! RIJCOSX wB97M-V def2-TZVPD def2/J DEFGRID3
* xyz 0 1
C 1.7492 0.0498 0.0057
C 0.3076 0.0135 0.3305
C -0.4131 -1.1327 0.6913
C -0.5465 0.8752 -0.4945
H 3.0999 1.1826 -1.2765
H 0.0722 -1.9844 1.2918
H -0.3380 1.7218 -1.0652
N -1.7964 -1.0143 0.6557
O 2.1099 1.1099 -0.7962
O 2.4374 -0.9920 0.2504
S -2.0763 0.4001 -0.1482
*
```